No. 1
C4H12N3S | wB97M-V/def2-TZVPD

Output
- HOMO-LUMO gap (spin up / spin down) (eV) = 1.925 / 6.000
- multiplicity = 2
- lowest unoccupied orbital energy (spin up / spin down) (Eh) = 0.214 / 0.210
- total charge = -2
- energy above the lowest of the compared OMol25 structures with the same formula, charge and spin (kJ/mol) = 109.03
- highest occupied orbital energy (spin up / spin down) (eV) = 3.9 / -0.3

CARTESIAN COORDINATES (ANGSTROEM)
1 C 0.80 -0.10 -0.04
2 N 0.42 1.28 -0.23
3 C -0.36 1.97 0.77
4 N 0.39 2.80 1.69
5 C -0.28 -1.19 -0.14
6 C -0.66 -1.43 -1.60
7 S -2.15 -2.47 -1.82
8 N 0.30 -2.42 0.47
9 H 1.61 -0.27 -0.78
10 H 1.38 -0.16 0.88
11 H 0.21 1.50 -1.19
12 H -1.18 2.53 0.31
13 H -0.96 1.28 1.38
14 H 0.88 3.56 1.24
15 H 1.03 2.23 2.24
16 H -1.13 -0.90 0.47
17 H 0.22 -1.84 -2.10
18 H -0.77 -0.44 -2.05
19 H 0.73 -2.94 -0.29
20 H -0.47 -2.98 0.78

Mulliken population analysis, charges in e, atoms 1 to 2:
1 C -2.095
2 N 0.683

No. 2
C4H8N | wB97M-V/def2-TZVPD

Output
- HOMO-LUMO gap (eV) = 10.996
- lowest unoccupied orbital energy (Eh) = -0.163
- total charge = +1
- energy above the lowest of the compared OMol25 structures with the same formula, charge and spin (kJ/mol) = 409.34
- highest occupied orbital energy (eV) = -15.4

CARTESIAN COORDINATES (ANGSTROEM)
1 C 1.26 -0.52 -0.56
2 C 1.28 0.47 0.57
3 C -1.32 0.52 -0.53
4 C 0.04 0.17 -0.22
5 N -1.12 -0.66 0.33
6 H 1.67 -0.15 -1.54
7 H 1.42 -1.64 -0.26
8 H 1.36 0.07 1.66
9 H 1.67 1.46 0.28
10 H -1.83 1.84 0.46
11 H -1.80 0.62 -1.41
12 H -1.44 -0.55 1.27
13 H -1.20 -1.62 -0.03

Mulliken population analysis, charges in e, atoms 1 to 2:
1 C -0.443
2 C -0.500

No. 3
C19H43IrO2P3 | wB97M-V/def2-TZVPD

Output
- HOMO-LUMO gap (spin up / spin down) (eV) = 8.075 / 3.904
- multiplicity = 6
- lowest unoccupied orbital energy (spin up / spin down) (Eh) = -0.388 / -0.614
- total charge = +4
- energy above the lowest of the compared OMol25 structures with the same formula, charge and spin (kJ/mol) = 406.87
- highest occupied orbital energy (spin up / spin down) (eV) = -18.6 / -20.6

CARTESIAN COORDINATES (ANGSTROEM)
1 Ir 1.07 1.13 -1.13
2 P 1.71 0.96 1.48
3 P -0.82 1.91 -0.22
4 P 2.55 -0.54 -1.42
5 H -1.84 -1.46 1.38
6 C -1.07 -2.29 1.29
7 C -0.07 -2.42 2.20
8 H -0.07 -1.90 3.20
9 C 0.84 1.22 3.11
10 C 2.53 2.60 1.22
11 C 3.10 -0.10 2.11
12 C -2.62 1.67 -0.55
13 C -1.05 3.13 1.18
14 C -0.20 2.98 -1.68
15 C 3.10 -2.04 -0.60
16 C 3.81 0.71 -1.45
17 C 2.17 -0.97 -3.12
18 H -1.03 -2.77 0.27
19 H 0.88 -2.95 1.89
20 H 0.12 0.42 3.29
21 H 0.31 2.18 3.11
22 H 1.63 1.21 3.87
23 H 1.75 3.33 0.94
24 H 3.25 2.47 0.40
25 H 3.00 2.82 2.19
26 H 2.74 -1.14 2.21
27 H 3.35 0.30 3.10
28 H 3.96 -0.06 1.43
29 H -3.17 2.52 -0.96
30 H -3.11 1.39 0.38
31 H -2.70 0.82 -1.22
32 H -1.72 3.99 0.99
33 H -0.11 3.56 1.53
34 H -1.50 2.59 2.04
35 H -0.85 3.86 -1.67
36 H -0.29 2.50 -2.66
37 H 0.84 3.37 -1.52
38 H 3.65 -2.64 -1.34
39 H 2.27 -2.64 -0.22
40 H 3.78 -1.83 0.24
41 H 4.45 0.42 -2.29
42 H 4.37 0.73 -0.52
43 H 3.32 1.68 -1.65
44 H 3.08 -1.38 -3.53
45 H 1.84 -0.07 -3.62
46 H 1.36 -1.70 -3.15
47 C -1.75 -1.29 -2.78
48 C -2.74 -0.68 -3.66
49 C -3.15 -1.32 -4.81
50 C -2.51 -2.50 -5.22
51 C -1.48 -3.06 -4.45
52 C -1.09 -2.47 -3.25
53 O -1.50 -0.70 -1.67
54 H 0.91 -0.34 -0.81
55 H -3.18 0.28 -3.34
56 H -3.96 -0.86 -5.39
57 H -2.84 -2.95 -6.15
58 H -0.97 -3.96 -4.84
59 H -0.29 -2.94 -2.66
60 C -2.89 -1.45 3.91
61 C -2.52 -0.21 4.69
62 O -2.37 0.89 3.79
63 H -3.84 -1.30 3.38
64 H -3.01 -2.29 4.59
65 H -2.14 -1.73 3.18
66 H -3.32 0.01 5.41
67 H -1.58 -0.39 5.22
68 H -2.38 1.71 4.31

Mulliken population analysis, charges in e, atoms 1 to 2:
1 Ir 0.351
2 P 0.826

No. 4
C46H53N8O2SbSe2Si3Tl | wB97M-V/def2-TZVPD

Output
- HOMO-LUMO gap (eV) = 5.049
- lowest unoccupied orbital energy (Eh) = 0.058
- total charge = -1
- energy above the lowest of the compared OMol25 structures with the same formula, charge and spin (kJ/mol) = 103.66
- highest occupied orbital energy (eV) = -3.5

CARTESIAN COORDINATES (ANGSTROEM)
1 Tl 0.46 0.18 0.36
2 C 2.35 -4.33 4.85
3 C 2.60 -5.14 3.71
4 C 2.19 -4.74 2.47
5 C 1.54 -3.50 2.34
6 C 1.02 -2.79 1.22
7 N 1.02 -3.26 -0.08
8 C 0.53 -2.61 -1.08
9 C 0.47 -3.17 -2.45
10 C 0.84 -4.41 -2.94
11 C 0.62 -4.66 -4.29
12 C 0.03 -3.69 -5.11
13 C -0.33 -2.45 -4.61
14 C -0.10 -2.20 -3.27
15 C -0.35 -1.00 -2.43
16 N -0.75 0.12 -2.91
17 C -0.93 1.34 -2.20
18 N -1.06 1.32 -0.75
19 C -1.84 2.29 -0.27
20 N -2.08 2.63 0.99
21 C -1.55 1.97 2.04
22 N -0.93 0.81 2.08
23 C -0.50 0.51 3.39
24 N 0.17 -0.51 3.78
25 C 0.63 -1.52 3.01
26 N 0.49 -1.64 1.65
27 C 1.30 -2.69 3.48
28 C 1.71 -3.13 4.75
29 C -0.97 1.61 4.24
30 C -0.84 1.87 5.60
31 C -1.37 3.04 6.09
32 C -2.03 3.95 5.25
33 C -2.16 3.70 3.90
34 C -1.63 2.51 3.41
35 C -2.31 3.13 -1.42
36 C -3.64 3.79 -1.56
37 C -4.03 4.13 -2.80
38 C -3.24 3.76 -3.98
39 C -2.33 2.79 -3.88
40 C -2.18 2.12 -2.57
41 N -0.05 -1.36 -1.13
42 H 2.68 -4.68 5.82
43 H 3.11 -6.09 3.84
44 H 2.37 -5.35 1.59
45 H 1.28 -5.15 -2.29
46 H 0.90 -5.62 -4.71
47 H -0.13 -3.92 -6.16
48 H -0.79 -1.70 -5.24
49 H 1.52 -2.51 5.62
50 H -0.32 1.17 6.24
51 H -1.28 3.27 7.15
52 H -2.43 4.87 5.67
53 H -2.66 4.39 3.24
54 H -4.21 4.08 -0.69
55 H -4.95 4.69 -2.94
56 H -3.44 4.25 -4.92
57 H -1.78 2.42 -4.74
58 O 4.61 3.88 0.52
59 C 4.33 3.18 -0.69
60 C 4.67 1.69 -0.64
61 C 6.20 1.53 -0.55
62 O 6.78 2.11 0.60
63 C 4.05 0.94 0.55
64 Se 2.38 1.68 1.30
65 C 4.30 1.09 -2.01
66 Se 2.48 0.41 -2.32
67 H 3.90 3.66 1.14
68 H 4.95 3.66 -1.46
69 H 3.28 3.32 -0.97
70 H 6.65 1.95 -1.46
71 H 6.45 0.46 -0.52
72 H 6.28 2.91 0.80
73 H 4.74 0.98 1.39
74 H 3.90 -0.11 0.30
75 H 4.88 0.18 -2.17
76 H 4.55 1.78 -2.81
77 C 0.23 3.62 -6.17
78 Si 1.20 2.27 -5.27
79 C 3.03 2.57 -5.59
80 C 0.71 0.59 -5.94
81 Sb 1.00 2.49 -2.72
82 Si -3.74 0.85 -2.35
83 C -4.52 0.90 -0.64
84 C -5.08 1.20 -3.63
85 C -3.37 -0.98 -2.58
86 Si -1.24 4.81 -1.09
87 C 0.28 4.60 -0.01
88 C -2.39 5.89 -0.07
89 C -0.83 5.78 -2.64
90 H 0.82 4.00 -7.01
91 H 0.00 4.47 -5.53
92 H -0.71 3.24 -6.57
93 H 3.24 2.54 -6.66
94 H 3.65 1.81 -5.11
95 H 3.34 3.55 -5.21
96 H 0.91 0.52 -7.01
97 H -0.35 0.43 -5.76
98 H 1.26 -0.20 -5.43
99 H -4.86 1.88 -0.31
100 H -3.83 0.51 0.12
101 H -5.38 0.23 -0.67
102 H -5.68 2.08 -3.39
103 H -5.75 0.33 -3.65
104 H -4.68 1.33 -4.64
105 H -2.71 -1.37 -1.81
106 H -2.95 -1.23 -3.55
107 H -4.34 -1.49 -2.48
108 H 0.49 3.58 0.30
109 H 0.14 5.19 0.90
110 H 1.18 4.96 -0.52
111 H -2.84 5.33 0.75
112 H -3.18 6.36 -0.66
113 H -1.78 6.69 0.37
114 H 0.05 5.40 -3.15
115 H -0.61 6.81 -2.32
116 H -1.65 5.82 -3.35

Mulliken population analysis, charges in e, atoms 1 to 2:
1 Tl 1.475
2 C -0.556